No. 1
DFT (the ωB97M-V functional and the def2-TZVPD basis) results for a structure of composition C56H44N5O3S2Ti in a non-equilibrium geometry.

CARTESIAN COORDINATES (ANGSTROEM)
Ti 0.1836 0.3828 1.0617
O -1.2042 -3.0361 2.5228
C -0.7766 -1.9022 2.3919
N 0.2712 -1.4946 1.6433
C 0.9982 -2.4473 0.8272
C 1.9562 -1.6844 -0.0603
C 3.0867 -2.2917 -0.5879
C 3.9352 -1.5615 -1.3979
C 3.6355 -0.2319 -1.6604
C 2.5040 0.3108 -1.0916
N 1.6727 -0.3917 -0.3069
C -1.3817 -0.7333 3.1684
C -2.1665 -0.9595 4.2828
C -2.6467 0.1336 4.9881
C -2.3356 1.4125 4.5501
C -1.5593 1.5564 3.4132
N -1.0956 0.5066 2.7323
H 1.5580 -3.1570 1.4453
H 0.3141 -3.0479 0.2116
H 3.2875 -3.3284 -0.3539
H 4.8203 -2.0195 -1.8188
H 4.2662 0.3807 -2.2875
H 2.2423 1.3473 -1.2594
H -2.3744 -1.9817 4.5668
H -3.2527 -0.0084 5.8732
H -2.6858 2.2895 5.0752
H -1.2996 2.5344 3.0230
C 0.3148 4.1773 -1.1398
C 0.8770 5.0357 -0.1695
C 1.2776 4.5122 1.0276
C 1.1045 3.1388 1.2915
N 0.4310 2.3357 0.3955
C 0.1110 2.8701 -0.8129
C 1.7122 2.4505 2.3929
C 2.4298 3.0847 3.4286
C 3.0932 2.3351 4.3566
C 3.0460 0.9267 4.2655
C 2.3097 0.3597 3.2688
N 1.6369 1.0827 2.3372
H 0.0386 4.5351 -2.1212
H 1.0179 6.0867 -0.3811
H 1.7604 5.1423 1.7604
H -0.3361 2.1820 -1.5224
H 2.4573 4.1632 3.4798
H 3.6489 2.8148 5.1501
H 3.5717 0.2991 4.9697
H 2.2118 -0.7145 3.1777
C -8.1414 -0.9129 1.5663
C -6.7726 -0.7989 0.9586
C -6.5929 -0.9402 -0.4175
C -5.3454 -0.7833 -0.9933
C -4.2633 -0.4774 -0.1770
C -4.4035 -0.3537 1.1919
C -5.6623 -0.5215 1.7500
S -2.7113 -0.1893 -0.9873
O -1.6604 -0.0983 0.1042
C -2.9767 1.5027 -1.4598
C -3.0427 2.4495 -0.4105
C -3.1919 3.7627 -0.7097
C -3.2343 4.1917 -2.0640
C -3.3261 5.5664 -2.3845
C -3.3337 5.9795 -3.6853
C -3.2383 5.0320 -4.7255
C -3.1586 3.6982 -4.4456
C -3.1688 3.2376 -3.1053
C -3.0764 1.8406 -2.7822
C -3.1595 0.8487 -3.9000
C -4.4157 0.7323 -4.5866
C -5.5979 1.3521 -4.1049
C -6.7756 1.2355 -4.7853
C -6.8394 0.4982 -5.9867
C -5.7249 -0.1310 -6.4590
C -4.4935 -0.0404 -5.7666
C -3.3333 -0.7040 -6.2480
C -2.1686 -0.6413 -5.5546
C -2.0923 0.1220 -4.3633
S -0.5234 0.1353 -3.4981
O 0.5062 0.7175 -4.3984
C -0.2708 -1.6436 -3.5254
C -1.2561 -2.5716 -3.2045
C -0.9524 -3.9213 -3.2228
C 0.3198 -4.3704 -3.5733
C 0.6442 -5.8377 -3.5734
C 1.2797 -3.4253 -3.9158
C 0.9968 -2.0659 -3.8893
H -8.7524 -1.6413 1.0346
H -8.6577 0.0478 1.5150
H -8.0886 -1.2050 2.6137
H -7.4413 -1.1853 -1.0442
H -5.2182 -0.8982 -2.0643
H -3.5435 -0.1486 1.8098
H -5.7813 -0.4360 2.8232
H -2.9658 2.1114 0.6160
H -3.2541 4.5038 0.0775
H -3.3818 6.2843 -1.5757
H -3.4050 7.0322 -3.9225
H -3.2229 5.3654 -5.7543
H -3.0722 2.9867 -5.2553
H -5.5676 1.9162 -3.1818
H -7.6674 1.7135 -4.4022
H -7.7736 0.4312 -6.5276
H -5.7641 -0.7132 -7.3709
H -3.3971 -1.2744 -7.1660
H -1.2835 -1.1584 -5.9011
H -2.2617 -2.2530 -2.9690
H -1.7240 -4.6420 -2.9808
H -0.2341 -6.4367 -3.8099
H 0.9990 -6.1533 -2.5900
H 1.4246 -6.0697 -4.2969
H 2.2653 -3.7559 -4.2202
H 1.7343 -1.3331 -4.1893

charge	+1
multiplicity	3
E_tot	-4305.70397	a.u.
largest force on an atom	1.11	eV/A
lowest unoccupied orbital energy (alpha / beta)	-2.24 / -2.55	eV


No. 2
DFT (the ωB97M-V functional and the def2-TZVPD basis) results for an isolated molecule of C26H22N2O6S.

CARTESIAN COORDINATES (ANGSTROEM)
C -4.2155 -1.0053 -2.6316
C -4.6347 -2.2117 -1.7986
O -3.5259 -2.9447 -1.3019
C -2.6501 -2.4020 -0.4212
C -1.4139 -3.0421 -0.3656
C -0.3855 -2.6060 0.4643
C 0.8621 -3.3392 0.4648
C 2.1356 -2.8777 0.4895
C 3.1987 -3.8973 0.5974
O 2.9991 -5.0885 0.6645
N 4.4791 -3.3951 0.6489
C 4.8812 -2.0780 0.5388
O 6.0442 -1.7704 0.5874
N 3.8591 -1.1708 0.3535
C 4.2422 0.2009 0.1573
C 4.0102 0.8052 -1.0673
C 4.3687 2.1268 -1.2510
C 4.9666 2.8532 -0.2286
C 5.3062 4.3025 -0.4242
C 4.0947 5.1788 -0.0980
C 5.1953 2.2272 0.9899
C 4.8342 0.9076 1.1901
C 2.4966 -1.4576 0.3121
O 1.6996 -0.5730 0.1062
C -0.6202 -1.5221 1.3119
C -1.8551 -0.9142 1.3154
C -2.8701 -1.3328 0.4623
O -4.1263 -0.7438 0.5378
C -4.2598 0.6041 0.5573
O -3.3539 1.3904 0.4568
C -5.6649 0.9668 0.6870
C -6.1854 2.2343 0.7434
C -7.5843 2.2363 0.8687
C -8.1052 0.9775 0.9042
S -6.9050 -0.2373 0.7877
H -3.6706 -0.2789 -2.0328
H -3.5717 -1.3227 -3.4486
H -5.0979 -0.5230 -3.0435
H -5.3052 -1.9154 -0.9858
H -5.1554 -2.9368 -2.4305
H -1.2616 -3.8772 -1.0317
H 0.7692 -4.4221 0.4397
H 5.2292 -4.0706 0.7506
H 3.5456 0.2455 -1.8645
H 4.1855 2.5995 -2.2048
H 6.1384 4.5805 0.2250
H 5.6066 4.4756 -1.4593
H 3.7906 5.0335 0.9359
H 4.3339 6.2292 -0.2466
H 3.2559 4.9179 -0.7390
H 5.6604 2.7783 1.7942
H 5.0165 0.4255 2.1383
H 0.1463 -1.1822 1.9872
H -2.0498 -0.0934 1.9872
H -5.5690 3.1132 0.6960
H -8.1798 3.1290 0.9302
H -9.1349 0.6924 0.9934

structure (SMILES)	CCOc1cc(/C=C2/C(=O)NC(=O)N(c3ccc(CC)cc3)C2=O)ccc1OC(=O)c1cccs1
E_tot	-1963.17248	a.u.
largest force on an atom	0.83	eV/A
lowest unoccupied orbital energy	-0.79	eV


No. 3
DFT (the ωB97M-V functional and the def2-TZVPD basis) results for an isolated molecule of C7H11ClSSi in a non-equilibrium geometry.

CARTESIAN COORDINATES (ANGSTROEM)
C 2.9784 -0.7750 -0.2198
Si 1.4187 -0.4278 0.8165
C 0.4597 -2.0593 0.3688
C 0.6125 1.2878 0.2761
Cl 0.5929 2.4573 1.8168
C -0.8031 1.1885 -0.2338
C -1.8700 0.6023 0.4194
C -3.0124 0.5887 -0.4661
C -2.8234 1.2364 -1.6085
S -1.1884 1.8641 -1.7367
H 3.4802 -1.7118 0.0817
H 2.7860 -0.6317 -1.2835
H 3.6876 -0.1186 0.0976
H 1.2654 -0.2059 2.3400
H -0.4266 -1.7734 -0.1757
H 1.0991 -2.7547 -0.1771
H 0.0085 -2.5870 1.2017
H 1.1819 1.8202 -0.4210
H -1.8397 0.0195 1.3959
H -4.0106 0.3245 -0.2673
H -3.5966 1.6559 -2.2250

structure (SMILES)	C[SiH](C)[C@H](Cl)c1cccs1
E_tot	-1421.16020	a.u.
largest force on an atom	3.37	eV/A
lowest unoccupied orbital energy	0.51	eV


No. 4
DFT (the ωB97M-V functional and the def2-TZVPD basis) results for a cluster of 2 separate species, C8H15F3NO in total in a non-equilibrium geometry.

CARTESIAN COORDINATES (ANGSTROEM)
C -2.2324 -1.4760 -1.0915
C -1.2117 -2.3939 -0.4476
N 0.1490 -2.4335 -1.1489
C 0.8983 -1.1315 -0.9715
C 1.7189 -0.6710 -2.3400
C 0.7399 -0.4271 -3.6433
F 1.5643 0.3609 -4.6303
F -0.4620 0.3914 -3.3554
F 0.3630 -1.6820 -4.3607
H -2.5315 -1.7092 -2.2029
H -2.6364 -0.5767 -0.4549
H -1.4427 -3.0448 0.5125
H 0.2448 -0.2226 -0.6306
H 1.7157 -1.3195 -0.1381
H 2.6065 -1.3851 -2.6124
H 2.1774 0.3979 -2.0776
C 0.1979 2.5211 1.8000
C -0.3496 1.1250 2.0503
C -0.7751 0.9480 3.4991
O 0.6505 0.1612 1.7306
H 1.0831 2.7114 2.4173
H 0.5115 2.6301 0.7563
H -0.5534 3.2855 2.0218
H -1.2046 0.9413 1.3905
H 0.0757 1.0825 4.1766
H -1.1555 -0.0653 3.6674
H -1.5556 1.6651 3.7719
H 1.4136 0.3168 2.3117

charge	-1
E_tot	-743.20145	a.u.
largest force on an atom	4.86	eV/A
lowest unoccupied orbital energy	3.03	eV